Record 1
C5H8N2O | ωB97M-V/def2-TZVPD

Each line ends with the Löwdin charge.
Geometry (Å):
1 C 0.196 0.303 -0.873  0.146
2 C 0.962 -0.562 -0.241  -0.401
3 C -1.596 -0.416 -0.075  -0.472
4 C 2.452 -0.697 -0.176  -0.060
5 C -1.970 0.668 0.914  -0.019
6 N 0.270 -1.583 0.479  0.067
7 N -0.952 -1.519 0.507  0.043
8 O -2.574 -0.671 -0.980  0.052
9 H 0.301 1.177 -1.469  0.058
10 H 2.856 0.012 0.545  0.076
11 H 2.904 -0.495 -1.143  0.074
12 H 2.703 -1.702 0.145  0.067
13 H -1.974 1.637 0.423  0.082
14 H -1.264 0.681 1.740  0.087
15 H -2.968 0.459 1.296  0.085
16 H -2.349 -1.445 -1.509  0.117

**E_LUMO**: 0.0547 eV
**Kohn-Sham gap**: 8.91 eV

---

Record 2
C5H6LiO2Zn | ωB97M-V/def2-TZVPD

Each line ends with the Löwdin spin population.
Geometry (Å):
1 C 0.312 -0.308 0.528  0.004
2 C -0.094 -0.497 1.846  0.002
3 H -1.065 -0.176 2.226  0.000
4 H 0.651 -0.821 2.576  0.001
5 O 2.656 -0.025 0.642  0.236
6 C 1.583 -0.423 -0.009  0.033
7 Zn 4.268 -0.099 0.583  0.718
8 H 1.694 -0.786 -1.041  0.005
9 C -0.981 -0.556 -0.357  0.001
10 C -1.442 0.784 -0.812  0.000
11 O -1.538 1.135 -1.979  0.000
12 Li -1.903 2.639 -2.990  0.000
13 H -0.795 -1.100 -1.301  0.000
14 H -1.668 -1.280 0.100  0.000
15 H -1.679 1.513 -0.011  0.000

**E_LUMO (alpha / beta)**: -9.3744 / -9.3525 eV
**Expectation value of S²**: 0.7509
**Kohn-Sham gap (alpha / beta)**: 5.44 / 8.93 eV
**Net charge**: +2
**Multiplicity**: 2

---

Record 3
C2H9NS2 | ωB97M-V/def2-TZVPD

Each line ends with the Löwdin charge.
Geometry (Å):
1 C 0.402 1.535 1.130  -0.123
2 C -0.442 0.497 0.383  -0.346
3 N -1.066 -0.477 1.282  -0.015
4 H -0.211 2.192 1.752  0.067
5 H 0.954 2.189 0.469  0.058
6 H 1.165 1.083 1.769  0.067
7 H 0.230 0.023 -0.334  0.035
8 H -1.206 1.065 -0.156  0.106
9 H -2.020 -0.208 1.475  0.055
10 H -0.576 -0.482 2.164  0.051
11 S 0.714 -0.956 -2.959  0.224
12 S 0.680 -2.827 -2.005  0.228
13 H 2.005 -0.681 -2.733  -0.201
14 H -0.631 -2.953 -2.236  -0.206

**E_LUMO**: 0.3038 eV
**Kohn-Sham gap**: 8.72 eV

---

Record 4
C20H39ClCuGeN4O3SSi3 | ωB97M-V/def2-TZVPD

Each line ends with the Löwdin charge.
Geometry (Å):
1 Cu -0.477 -0.480 0.599  0.026
2 N 2.765 0.467 3.314  0.034
3 C 1.786 0.478 2.331  -0.885
4 S 0.187 0.071 2.827  0.653
5 N 2.241 0.762 1.145  0.040
6 N 1.288 0.699 0.082  -0.143
7 C 1.191 -0.583 -0.523  -0.235
8 C 0.644 -0.668 -1.903  -0.347
9 C 0.974 -1.958 -2.598  -0.315
10 C 0.052 -1.612 -4.982  -0.218
11 C -0.776 -0.417 -4.634  -0.105
12 C -0.798 0.329 -3.523  -0.132
13 N -0.101 0.288 -2.312  0.128
14 H 2.411 0.603 4.246  0.056
15 H 3.587 1.001 3.073  0.077
16 H 2.061 -1.200 -0.342  0.062
17 H 1.893 -2.331 -2.129  0.103
18 H -0.582 -2.507 -4.969  0.092
19 H -1.478 -0.097 -5.400  0.091
20 H -1.500 1.158 -3.527  0.099
21 C 0.893 3.091 -0.244  0.008
22 C 1.560 1.860 -0.757  -0.460
23 O 2.264 1.794 -1.726  0.105
24 H 1.314 3.979 -0.709  0.079
25 H 0.961 3.129 0.843  0.083
26 H -0.170 2.983 -0.476  0.070
27 C 3.495 -2.827 0.944  -0.219
28 Si 1.892 -3.668 1.450  0.346
29 C 1.711 -3.476 3.307  -0.218
30 C 2.074 -5.499 1.033  -0.225
31 Ge -0.075 -2.817 0.389  0.754
32 Si -0.318 -3.212 -1.941  0.455
33 C 1.264 -1.831 -4.094  -0.190
34 C -2.067 -2.744 -2.422  -0.186
35 C 0.105 -4.916 -2.617  -0.209
36 Si -1.966 -3.564 1.665  0.349
37 C -3.559 -3.622 0.679  -0.223
38 C -2.229 -2.507 3.185  -0.227
39 C -1.627 -5.343 2.216  -0.233
40 H 4.328 -3.323 1.452  0.029
41 H 3.500 -1.774 1.237  0.014
42 H 3.684 -2.886 -0.131  0.024
43 H 2.604 -3.853 3.817  0.029
44 H 0.848 -4.020 3.694  0.009
45 H 1.590 -2.420 3.556  -0.005
46 H 2.925 -5.930 1.570  0.025
47 H 2.251 -5.637 -0.037  0.013
48 H 1.182 -6.069 1.300  0.009
49 H 1.966 -1.004 -4.241  0.123
50 H 0.386 -1.515 -6.021  0.107
51 H 1.779 -2.739 -4.420  0.107
52 H -2.341 -1.793 -1.959  0.030
53 H -2.758 -3.499 -2.041  0.015
54 H -2.211 -2.665 -3.501  0.021
55 H 1.137 -5.188 -2.384  0.016
56 H -0.018 -4.949 -3.704  0.023
57 H -0.546 -5.679 -2.184  0.023
58 H -3.764 -2.651 0.227  -0.016
59 H -4.391 -3.863 1.348  0.032
60 H -3.525 -4.391 -0.096  0.017
61 H -2.549 -1.508 2.881  0.016
62 H -1.320 -2.402 3.779  0.004
63 H -3.012 -2.948 3.810  0.029
64 H -1.470 -6.007 1.362  0.019
65 H -2.495 -5.716 2.769  0.025
66 H -0.757 -5.421 2.871  0.004
67 Cl -5.436 -0.246 0.116  0.533
68 C -4.276 1.118 0.074  -0.482
69 C -2.799 0.746 0.212  -0.729
70 O -2.019 1.694 0.128  -0.003
71 O -2.491 -0.468 0.404  -0.142
72 H -4.539 1.793 0.884  0.072
73 H -4.419 1.634 -0.871  0.069

**E_LUMO**: 2.4257 eV
**Kohn-Sham gap**: 6.85 eV
**Net charge**: -1

---

no.,largest force on an atom (eV/Å),E_tot (hartree)
1,4.408,-379.94755
2,11.304,-2130.74448
3,1.082,-932.69545
4,0.352,-6674.67112